# 1
DFT (ωB97M-V with the def2-TZVPD basis set) results for a cluster of 2 separate species, C3H7NO4 in total in a non-equilibrium geometry.

Computed properties:
2S+1: 1
Electronic energy, hartree: -474.2257
Charge: 0
SMILES string: CNC(=O)C(=O)O.O
Largest force on an atom, eV Å⁻¹: 4.7
LUMO, eV: 0.61

Cartesian coordinates (Å):
C  0.192  -0.662  -2.828
N  0.338  -1.200  -1.430
C  0.900  -0.576  -0.432
O  0.949  -0.931  0.699
C  1.850  0.637  -0.804
O  2.439  0.889  -1.834
O  2.104  1.370  0.236
H  1.225  -0.645  -3.212
H  -0.497  -1.213  -3.360
H  -0.019  0.411  -2.704
H  -0.196  -2.036  -1.204
H  1.748  1.001  1.161
O  1.042  2.036  2.428
H  1.449  2.646  1.770
H  1.510  2.471  3.152

# 2
DFT (ωB97M-V with the def2-TZVPD basis set) results for a cluster of 2 separate species, C2H3ClNP in total in a non-equilibrium geometry.

Computed properties:
2S+1: 1
Electronic energy, hartree: -934.1940
Charge: 0
SMILES string: [H]/N=c1/cp1.Cl
Largest force on an atom, eV Å⁻¹: 3.2
LUMO, eV: -0.77

Cartesian coordinates (Å):
H  -3.140  0.803  -0.594
N  -2.556  0.422  0.153
C  -1.389  0.254  -0.256
C  -0.180  -0.312  0.123
P  -0.291  -0.361  -1.622
H  0.437  -0.228  0.961
Cl  3.377  0.018  0.025
H  3.742  -0.596  1.209

# 3
DFT (ωB97M-V with the def2-TZVPD basis set) results for a structure of composition C19H23Cl2NTi in a non-equilibrium geometry.

Computed properties:
2S+1: 1
Electronic energy, hartree: -2561.7783
Charge: +2
Largest force on an atom, eV Å⁻¹: 4.1
LUMO, eV: -9.13

Cartesian coordinates (Å):
C  0.262  0.827  -6.725
C  1.649  1.392  -7.136
C  0.038  -0.519  -7.470
C  -0.834  1.829  -7.182
Cl  0.189  0.588  -5.008
H  0.077  -0.413  -8.566
H  -0.947  -0.924  -7.191
H  0.815  -1.235  -7.159
H  1.738  1.559  -8.222
H  2.433  0.684  -6.824
H  1.813  2.351  -6.620
H  -0.823  2.009  -8.269
H  -0.680  2.790  -6.666
H  -1.823  1.433  -6.902
C  1.684  -1.273  1.234
C  1.021  -2.178  0.359
C  1.333  -1.791  -0.986
H  0.461  -3.060  0.667
C  2.207  -0.644  -0.940
C  2.420  -0.323  0.422
H  3.083  0.467  0.800
H  1.726  -1.341  2.329
H  1.051  -2.336  -1.895
H  2.670  -0.149  -1.803
C  -2.089  1.155  0.650
C  -1.996  -0.076  1.411
C  -2.076  -1.164  0.495
H  -1.974  -0.151  2.505
C  -2.212  -0.616  -0.823
C  -2.225  0.822  -0.720
H  -2.367  1.535  -1.543
H  -2.121  2.172  1.062
H  -2.123  -2.218  0.768
H  -2.386  -1.187  -1.744
Ti  -0.013  -0.058  0.128
Cl  -1.471  3.306  4.998
C  -0.226  2.509  4.183
C  1.032  2.487  4.740
C  1.983  1.781  4.051
C  1.684  1.147  2.855
N  0.503  1.184  2.285
C  -0.458  1.851  2.978
H  1.253  2.986  5.683
H  2.997  1.693  4.460
H  2.592  0.568  2.518
H  -1.544  1.904  2.733

Which value of largest force on an atom does entry 3 give?
4.1 eV Å⁻¹

The lowest electronic energy belongs to which entry?
C19H23Cl2NTi

Among the records above, which one has the highest LUMO?
C3H7NO4

Repeat the second record exactly.
DFT (ωB97M-V with the def2-TZVPD basis set) results for a cluster of 2 separate species, C2H3ClNP in total in a non-equilibrium geometry.

Computed properties:
2S+1: 1
Electronic energy, hartree: -934.1940
Charge: 0
SMILES string: [H]/N=c1/cp1.Cl
Largest force on an atom, eV Å⁻¹: 3.2
LUMO, eV: -0.77

Cartesian coordinates (Å):
H  -3.140  0.803  -0.594
N  -2.556  0.422  0.153
C  -1.389  0.254  -0.256
C  -0.180  -0.312  0.123
P  -0.291  -0.361  -1.622
H  0.437  -0.228  0.961
Cl  3.377  0.018  0.025
H  3.742  -0.596  1.209